Record 1
{"formula": "C6H11N3O3", "method": "wB97M-V/def2-TZVPD", "symbols": ["C", "C", "C", "C", "C", "C", "N", "N", "N", "O", "O", "O", "H", "H", "H", "H", "H", "H", "H", "H", "H", "H", "H"], "positions_angstrom": [[0.757, -0.549, 1.105], [0.731, -0.156, -0.986], [1.853, -0.353, 0.020], [-2.452, -0.211, 1.063], [-1.980, 0.530, -1.338], [-1.351, 0.370, 0.121], [2.579, -1.574, -0.110], [-0.204, -0.527, 0.010], [2.759, 0.808, 0.301], [3.543, 0.667, 1.212], [3.693, -1.527, -0.568], [2.565, 1.811, -0.345], [0.728, -1.529, 1.365], [0.663, 0.333, 1.786], [0.625, 0.942, -1.173], [0.877, -0.857, -1.858], [-2.539, -1.310, 0.728], [-2.133, -0.241, 2.183], [-3.280, 0.383, 0.860], [-2.200, -0.399, -1.599], [-1.287, 0.870, -2.003], [-2.803, 1.148, -1.237], [-1.143, 1.373, 0.464]], "atomic_forces_ev_per_a": [[-0.01, 3.20, -1.79], [1.46, 0.49, -1.16], [0.53, 0.94, 1.49], [3.38, -2.51, 0.51], [1.61, 1.04, 4.54], [-1.49, -0.92, -1.06], [1.31, -1.81, -1.06], [-2.95, 0.35, 0.26], [-0.38, 0.06, 0.01], [0.02, 0.08, -0.17], [-0.94, 0.46, 0.49], [0.45, 0.40, -0.02], [0.58, -2.49, 2.44], [0.16, -1.17, 0.01], [0.60, -0.96, -0.72], [-0.61, 1.12, 0.46], [-0.45, 1.66, 0.57], [-0.68, 0.32, -1.96], [-1.93, 0.65, 0.24], [-1.54, -4.12, -1.40], [1.74, 1.38, -1.80], [-1.73, 1.24, -0.20], [0.85, 0.58, 0.32]], "nbo_charge": [-0.214, -0.227, 0.074, -0.614, -0.596, -0.024, 0.147, -0.441, 0.536, -0.356, -0.232, -0.362, 0.232, 0.211, 0.236, 0.219, 0.217, 0.210, 0.210, 0.203, 0.202, 0.208, 0.162], "e_lumo_ev": -0.8, "orbital_gap_ha": 0.317, "homo_energy_ev": -9.4, "total_energy_ha": -624.9394, "relative_energy_kcal_mol": 196.1, "max_force_ev_per_a": 4.93, "smiles": "CC(C)N1CC(N=O)([N+](=O)[O-])C1"}

Record 2
{"formula": "C6H11N3S", "method": "wB97M-V/def2-TZVPD", "symbols": ["C", "C", "C", "C", "C", "C", "N", "N", "N", "S", "H", "H", "H", "H", "H", "H", "H", "H", "H", "H", "H"], "positions_angstrom": [[-2.421, 0.497, 0.580], [-0.100, 0.769, 0.235], [2.157, 0.787, -0.411], [-1.508, -1.390, -0.617], [2.450, -0.581, 0.275], [-0.092, -0.851, -0.478], [0.985, 1.451, 0.132], [-2.529, -0.694, -0.011], [-1.279, 1.166, 0.697], [0.948, -1.396, 0.988], [-3.285, 0.962, 0.958], [2.994, 1.493, -0.229], [2.132, 0.723, -1.456], [-1.784, -1.378, -1.786], [-1.760, -2.429, -0.357], [2.774, -1.284, -0.470], [3.247, -0.454, 1.144], [0.758, -0.988, -1.185], [1.088, 2.375, 0.665], [-3.559, -0.853, 0.118], [-1.215, 2.075, 1.204]], "atomic_forces_ev_per_a": [[0.83, -2.46, -1.49], [0.65, -5.11, -4.24], [1.80, 0.99, 1.88], [0.12, -2.59, -4.96], [0.60, 0.33, 2.14], [1.56, 2.97, 3.56], [-0.33, 1.83, 1.39], [-3.16, 6.24, 4.01], [0.66, 2.59, 1.63], [-0.09, 0.26, 0.17], [-1.02, 0.46, 0.55], [-0.35, -0.59, 0.02], [-0.58, -0.27, -1.53], [0.77, -0.03, 2.22], [1.31, -0.12, -0.01], [0.67, -0.16, -0.27], [-1.75, -0.52, -1.86], [-2.06, 0.37, -0.73], [-0.03, -1.68, -1.04], [1.34, -1.67, -1.16], [-0.95, -0.83, -0.27]], "nbo_charge": [0.411, 0.572, -0.266, -0.301, -0.562, -0.341, -0.480, -0.430, -0.575, 0.335, 0.264, 0.274, 0.246, 0.283, 0.296, 0.260, 0.303, 0.302, 0.457, 0.490, 0.464], "e_lumo_ev": -9.0, "orbital_gap_ha": 0.290, "homo_energy_ev": -16.9, "charge": 2, "total_energy_ha": -796.9712, "relative_energy_kcal_mol": 0.0, "max_force_ev_per_a": 8.06, "smiles": "C1=[NH+]C[C@@H]2SCCNC2=[NH+]1"}

Record 3
{"formula": "C6H11N4O", "method": "wB97M-V/def2-TZVPD", "symbols": ["C", "C", "C", "C", "C", "C", "N", "N", "N", "N", "O", "H", "H", "H", "H", "H", "H", "H", "H", "H", "H", "H"], "positions_angstrom": [[0.294, 1.540, -1.211], [-0.552, 0.738, -1.854], [0.183, 1.433, 0.264], [1.598, -1.265, 0.705], [-1.589, 0.037, 0.202], [0.401, -1.717, 0.306], [-1.523, -0.050, -1.212], [-0.799, 0.809, 0.852], [1.087, 2.006, 1.102], [-2.646, -0.551, 0.737], [2.730, -1.107, 0.030], [0.944, 2.207, -1.663], [-0.445, 0.720, -2.952], [1.775, -0.925, 1.703], [-0.139, -2.061, 1.186], [0.419, -2.110, -0.682], [-1.905, -0.829, -1.766], [2.673, -1.477, -0.876], [1.841, 2.511, 0.765], [1.230, 1.947, 2.039], [-2.708, -1.596, 0.623], [-2.868, -0.260, 1.702]], "atomic_forces_ev_per_a": [[-1.19, -0.95, 3.68], [-0.71, -0.93, -0.92], [1.78, 1.79, -0.04], [-0.46, 0.00, 0.25], [-0.40, 0.38, -3.62], [2.33, -0.54, 1.20], [1.88, 0.60, 0.05], [-0.64, 0.16, 1.34], [-1.15, -0.33, -3.78], [-1.32, -2.32, 1.82], [0.47, -0.01, -1.50], [1.21, 0.91, -0.89], [-0.68, -0.43, 0.63], [-0.12, 0.00, 0.72], [-0.75, 0.06, -0.73], [-0.81, -0.64, -0.61], [-0.15, 0.72, 0.75], [0.02, 0.22, 0.65], [1.41, 1.01, -1.60], [-0.98, -1.00, 3.41], [-0.22, 1.64, -0.10], [0.46, -0.34, -0.72]], "nbo_charge": [-0.338, 0.091, 0.531, 0.218, 0.691, -0.662, -0.556, -0.539, -0.709, -0.788, -0.654, 0.253, 0.249, 0.175, 0.239, 0.204, 0.443, 0.485, 0.398, 0.417, 0.422, 0.428], "e_lumo_ev": -3.7, "orbital_gap_ha": 0.322, "homo_energy_ev": -12.5, "charge": 1, "total_energy_ha": -529.2276, "relative_energy_kcal_mol": 0.0, "max_force_ev_per_a": 3.98}

Record 4
{"formula": "C6H11N4O2", "method": "wB97M-V/def2-TZVPD", "symbols": ["C", "C", "C", "C", "C", "C", "N", "N", "N", "N", "O", "O", "H", "H", "H", "H", "H", "H", "H", "H", "H", "H", "H"], "positions_angstrom": [[-0.604, -0.070, -3.252], [1.652, -0.175, -2.754], [0.101, -0.240, 1.398], [-1.013, -0.165, -1.764], [0.321, 0.718, -0.879], [0.417, -1.267, 2.401], [0.567, -0.279, -3.601], [1.490, 0.886, -1.699], [0.654, -0.225, 0.165], [-0.212, 1.961, -0.378], [2.651, -0.855, -2.794], [-0.794, 0.660, 1.792], [-1.508, -0.148, -3.849], [-1.919, 0.359, -1.679], [-0.964, -1.192, -1.503], [-0.521, -1.083, 3.046], [0.417, -2.288, 1.828], [1.358, -1.100, 2.980], [2.330, 0.755, -1.251], [1.013, -1.146, -0.125], [-0.940, 1.294, 0.994], [-0.995, 2.417, -0.841], [0.447, 2.744, -0.215]], "atomic_forces_ev_per_a": [[-1.77, -1.69, 2.72], [-0.05, 0.10, 1.35], [-0.26, 1.72, -0.77], [4.37, 3.21, -0.91], [-2.33, -1.00, -2.74], [-1.58, -1.09, -0.05], [1.31, 0.61, -1.83], [-2.02, -1.50, -3.23], [-0.97, -0.61, 2.98], [-0.21, 0.93, 0.95], [-1.10, 0.93, 0.00], [1.41, -1.09, -1.52], [0.52, 0.43, -1.08], [-1.30, 0.31, 0.88], [-0.31, -0.75, 0.59], [1.73, -1.28, -0.33], [0.05, 1.64, 1.54], [-0.77, -0.08, -0.64], [2.31, 0.23, 2.00], [0.26, 0.89, 0.07], [0.53, 0.02, 0.63], [0.17, -0.82, -0.50], [0.03, -1.11, -0.11]], "nbo_charge": [0.208, 0.760, 0.734, -0.461, 0.443, -0.719, -0.426, -0.675, -0.586, -0.888, -0.510, -0.603, 0.205, 0.230, 0.236, 0.286, 0.261, 0.298, 0.398, 0.446, 0.518, 0.422, 0.423], "e_lumo_ev": -4.0, "orbital_gap_ha": 0.353, "homo_energy_ev": -13.6, "charge": 1, "total_energy_ha": -604.4374, "relative_energy_kcal_mol": 36.8, "max_force_ev_per_a": 5.50, "smiles": "C/C(O)=[NH+]/[C@]1(N)CC=NC(=O)N1"}

Record 5
{"formula": "C6H11N4OP3", "method": "wB97M-V/def2-TZVPD", "symbols": ["C", "C", "C", "C", "C", "C", "N", "N", "N", "N", "O", "P", "P", "P", "H", "H", "H", "H", "H", "H", "H", "H", "H", "H", "H"], "positions_angstrom": [[1.830, -1.681, 0.016], [2.887, -1.759, -0.789], [1.494, 0.683, -0.420], [1.020, -0.438, -0.015], [3.359, -0.597, -1.611], [2.872, 0.708, -1.083], [-1.448, 0.197, 2.738], [-4.031, 0.859, 2.519], [-2.545, 0.123, 0.469], [-2.916, 0.528, -1.307], [-0.206, -0.604, 0.640], [-2.767, 0.363, 3.561], [-3.869, 1.127, 0.855], [-1.031, 0.701, 1.255], [1.461, -2.542, 0.498], [3.504, -2.676, -0.602], [0.998, 1.628, -0.210], [4.455, -0.798, -1.656], [2.968, -0.738, -2.661], [2.827, 1.381, -1.909], [3.709, 1.035, -0.330], [-4.796, 1.222, 3.035], [-2.432, -0.232, -1.873], [-2.556, 1.491, -1.645], [-4.787, 0.021, 0.526]], "atomic_forces_ev_per_a": [[-0.43, 1.18, -1.85], [0.52, -1.10, 1.55], [1.90, 2.41, -1.30], [-1.39, -2.92, 2.23], [0.10, -2.51, -1.37], [1.39, 0.84, 2.19], [-0.78, -0.17, 1.21], [2.58, -0.91, 2.21], [0.55, 1.06, -2.93], [1.48, -0.05, 1.25], [0.60, 0.36, 0.08], [-0.45, 0.03, -0.64], [-2.54, -0.59, -1.96], [0.07, -0.54, -2.25], [-0.35, -0.61, 0.92], [-0.41, 0.88, -0.94], [0.06, -0.15, -0.33], [-0.58, 1.12, -0.20], [0.40, -0.04, 0.79], [0.25, 0.88, -0.33], [-1.68, 0.05, -1.09], [-0.92, 0.41, 0.16], [-0.48, 1.21, 1.39], [-0.12, -2.00, 1.27], [0.23, 1.17, -0.07]], "nbo_charge": [-0.263, -0.136, -0.289, 0.286, -0.451, -0.414, -1.341, -1.275, -0.877, -0.732, -0.779, 1.293, 0.943, 1.410, 0.225, 0.207, 0.225, 0.226, 0.210, 0.218, 0.201, 0.421, 0.382, 0.366, -0.056], "e_lumo_ev": -0.1, "orbital_gap_ha": 0.299, "homo_energy_ev": -8.2, "total_energy_ha": -1553.4521, "relative_energy_kcal_mol": 39.3, "max_force_ev_per_a": 3.93}

Record 6
{"formula": "C6H11N5", "method": "wB97M-V/def2-TZVPD", "symbols": ["C", "C", "C", "C", "C", "C", "N", "N", "N", "N", "N", "H", "H", "H", "H", "H", "H", "H", "H", "H", "H", "H"], "positions_angstrom": [[-3.602, 0.658, -0.350], [-3.021, -0.257, -1.147], [-3.001, 0.970, 0.885], [-1.990, -1.018, -0.542], [-2.055, 0.210, 1.469], [-1.414, -0.821, 0.721], [1.467, 0.704, 0.091], [3.847, -1.779, -0.413], [4.053, 0.393, -0.681], [2.066, -0.618, 0.006], [3.287, -0.661, -0.292], [-4.269, 1.439, -0.878], [-3.087, -0.278, -2.222], [-3.185, 1.889, 1.284], [-1.368, -1.526, -1.205], [-1.648, 0.727, 2.304], [1.141, 0.897, -0.909], [0.633, 0.440, 0.564], [3.136, -2.506, -0.235], [-0.461, -1.221, 0.908], [5.044, 0.340, -0.982], [3.790, 1.314, -0.351]], "atomic_forces_ev_per_a": [[-0.94, 3.36, -0.92], [1.66, -1.63, 0.95], [-1.64, -1.62, -1.85], [0.76, 0.80, 0.23], [1.89, -0.58, -0.61], [-3.19, 1.68, -0.93], [1.13, -0.39, -2.43], [1.45, -1.80, -0.16], [0.50, 2.21, -0.41], [-1.99, 1.28, 0.82], [1.00, -0.40, -0.87], [0.82, -1.31, 1.28], [-0.65, -0.29, -0.08], [-1.02, 2.19, 1.36], [0.72, -1.42, -1.10], [0.75, -0.47, 1.01], [0.40, -0.04, 1.61], [-0.88, 0.36, 0.49], [0.35, 0.69, -0.01], [0.79, -0.85, 0.70], [-1.42, -1.23, 0.70], [-0.50, -0.52, 0.22]], "nbo_charge": [-0.197, -0.217, -0.210, -0.206, -0.219, -0.223, -0.694, -0.563, -0.662, -0.247, 0.296, 0.208, 0.220, 0.204, 0.199, 0.211, 0.344, 0.368, 0.338, 0.225, 0.421, 0.401], "e_lumo_ev": 0.9, "orbital_gap_ha": 0.333, "homo_energy_ev": -8.2, "total_energy_ha": -508.8065, "relative_energy_kcal_mol": 130.3, "max_force_ev_per_a": 3.72}